Below is a 10-piece molecular cluster, C54H135F6N9O18P overall in a non-equilibrium geometry, with properties calculated with the ωB97M-V functional and the def2-TZVPD basis.

- Gap between HOMO and LUMO: 7.4136 eV
- Calculated total energy: -134038.858 eV
- Charge: -1
- ΔE to the lowest compared entry with this formula, charge and spin: 0.0 kJ/mol
- LUMO energy: 0.0689 Ha

CARTESIAN COORDINATES (ANGSTROEM)
P (-0.09618, 0.34612, -0.60438)
F (-0.20918, -0.83355, 0.53533)
F (-0.65446, 1.44989, 0.49581)
F (1.46161, 0.60174, -0.17627)
F (-0.04241, 1.54353, -1.75169)
F (0.45485, -0.68537, -1.73382)
F (-1.65410, 0.00922, -1.03878)
C (-1.01873, -4.13729, 0.14065)
O (-1.06315, -4.79822, -1.11282)
C (-1.64147, -4.05498, -2.11938)
C (-1.53627, -4.72019, -3.48329)
N (-0.16828, -4.92813, -3.96068)
C (-0.09854, -5.70015, -5.21752)
C (1.33683, -5.57218, -5.73429)
O (2.25208, -6.16341, -4.79629)
C (3.57176, -6.38256, -5.14366)
H (-1.01296, -4.80085, 1.00538)
H (-1.88120, -3.47920, 0.24631)
H (-0.14270, -3.49094, 0.08680)
H (-1.17273, -3.07126, -2.09312)
H (-2.71736, -3.99462, -1.95533)
H (-2.11903, -4.19904, -4.24283)
H (-2.11058, -5.63184, -3.31847)
H (0.25589, -5.44216, -3.20176)
H (-0.76641, -5.33788, -5.99907)
H (-0.36049, -6.74331, -5.04059)
H (1.59822, -4.52871, -5.91018)
H (1.38385, -6.06037, -6.70772)
H (4.13512, -5.45143, -5.20467)
H (3.63094, -6.88106, -6.11118)
H (4.01074, -7.02770, -4.38261)
C (-0.68763, -1.72935, -6.51053)
O (0.12117, -0.77916, -5.79070)
C (0.62093, -1.34434, -4.59076)
C (1.90599, -0.62344, -4.21107)
N (1.58867, 0.71995, -3.78017)
C (2.81348, 1.39985, -3.31432)
C (3.64326, 0.68859, -2.19293)
O (4.87955, 0.26671, -2.73172)
C (5.72544, -0.40424, -1.80834)
H (-1.48073, -2.17274, -5.90847)
H (-0.08470, -2.57088, -6.85171)
H (-1.20634, -1.27852, -7.35657)
H (0.86675, -2.39796, -4.72335)
H (-0.12965, -1.37619, -3.80101)
H (2.63007, -0.62275, -5.02581)
H (2.33368, -1.20010, -3.39091)
H (1.14827, 0.51675, -2.89424)
H (2.31793, 2.31107, -2.97934)
H (3.41917, 1.48968, -4.21608)
H (3.12983, -0.12241, -1.67643)
H (3.89396, 1.42109, -1.42566)
H (6.24261, 0.34462, -1.20847)
H (6.38002, -1.10564, -2.32572)
H (5.11326, -1.03549, -1.16425)
C (-3.86396, 3.33479, 8.51534)
O (-3.47138, 2.12242, 7.75204)
C (-4.04850, 2.13583, 6.45506)
C (-3.34164, 3.03583, 5.39976)
N (-1.92643, 2.61615, 5.17229)
C (-1.75804, 1.78465, 3.99830)
C (-0.51272, 0.85300, 4.06166)
O (-0.80543, -0.31130, 4.85166)
C (0.31926, -1.15296, 4.98240)
H (-4.91852, 3.31038, 8.78999)
H (-3.55683, 4.30472, 8.12418)
H (-3.29850, 3.19978, 9.43736)
H (-5.10697, 2.39296, 6.49540)
H (-3.94860, 1.08796, 6.17203)
H (-3.35600, 4.07377, 5.73227)
H (-3.97127, 2.95788, 4.51342)
H (-1.51058, 2.14107, 5.96062)
H (-1.73497, 2.48125, 3.16025)
H (-2.55608, 1.06670, 3.80919)
H (0.38363, 1.33344, 4.45386)
H (-0.19701, 0.58656, 3.05298)
H (0.87619, -0.67636, 5.78911)
H (0.94628, -1.26067, 4.09733)
H (0.09757, -2.13195, 5.40729)
C (2.06630, 3.20251, 1.73935)
O (2.83204, 4.38471, 1.93727)
C (2.21374, 5.49577, 2.52442)
C (2.05699, 5.30705, 4.06954)
N (1.87296, 6.51177, 4.92144)
C (0.77770, 7.31948, 4.50175)
C (0.43397, 8.43137, 5.52582)
O (-0.44676, 9.41375, 5.06861)
C (-1.84937, 9.10340, 5.12574)
H (1.01221, 3.45466, 1.62361)
H (2.21603, 2.40247, 2.46435)
H (2.41848, 2.63100, 0.88061)
H (1.25254, 5.78856, 2.10197)
H (2.88117, 6.35624, 2.47707)
H (3.00773, 4.91071, 4.42605)
H (1.28335, 4.58025, 4.31721)
H (1.64704, 6.05252, 5.79215)
H (-0.03637, 6.59571, 4.54110)
H (0.92531, 7.72453, 3.50063)
H (1.32459, 9.03306, 5.70710)
H (0.23868, 7.96830, 6.49305)
H (-2.34994, 9.96454, 4.68307)
H (-2.15627, 8.91438, 6.15443)
H (-2.17090, 8.20455, 4.59963)
C (2.48141, -4.05839, -1.81822)
O (3.13013, -4.85469, -0.82072)
C (3.02081, -6.27450, -1.00502)
C (3.73771, -7.04534, 0.11479)
N (3.51523, -8.44896, -0.16848)
C (4.07710, -9.27905, 0.90593)
C (3.49262, -9.05149, 2.33235)
O (3.90143, -7.92603, 3.01259)
C (3.14867, -7.82165, 4.24429)
H (1.57117, -4.52675, -2.19266)
H (3.06105, -3.84384, -2.71604)
H (2.11944, -3.10373, -1.43651)
H (3.53180, -6.52000, -1.93599)
H (1.97666, -6.57824, -1.07982)
H (3.28244, -6.70759, 1.04579)
H (4.78923, -6.76073, 0.15215)
H (4.12658, -8.67838, -0.93901)
H (5.14741, -9.07371, 0.88688)
H (3.99739, -10.32017, 0.59316)
H (3.74203, -9.88615, 2.98751)
H (2.41215, -9.13353, 2.21420)
H (2.07201, -7.80667, 4.07494)
H (3.30924, -6.82681, 4.65975)
H (3.35952, -8.59120, 4.98687)
C (-3.71694, 7.63779, -4.39779)
O (-2.34289, 7.69238, -4.03680)
C (-2.07864, 7.60249, -2.64457)
C (-2.29275, 6.14605, -2.23146)
N (-1.70741, 5.76155, -0.92354)
C (-1.65911, 4.28555, -0.68673)
C (-2.97834, 3.55590, -0.56496)
O (-3.61162, 3.50751, -1.84367)
C (-4.87814, 2.93218, -1.81156)
H (-3.95904, 7.27419, -5.39643)
H (-4.29581, 8.55101, -4.25980)
H (-4.24761, 6.85751, -3.85221)
H (-2.51985, 8.30494, -1.93747)
H (-1.00154, 7.76092, -2.69798)
H (-2.01060, 5.46842, -3.03726)
H (-3.35921, 5.93471, -2.15337)
H (-2.34262, 6.19282, -0.26733)
H (-1.13369, 3.98827, 0.22083)
H (-1.17661, 3.83795, -1.55561)
H (-3.71171, 4.08731, 0.04158)
H (-2.92758, 2.54113, -0.17026)
H (-5.30677, 3.02716, -0.81388)
H (-4.81786, 1.89511, -2.14163)
H (-5.56527, 3.45531, -2.47661)
C (1.84286, -3.55439, 2.44631)
O (2.78373, -2.58058, 2.77592)
C (2.79833, -1.51589, 1.82829)
C (3.90796, -0.55813, 2.12288)
N (5.23250, -1.15759, 2.51012)
C (5.85046, -1.97759, 1.49810)
C (6.78827, -3.03150, 2.09365)
O (6.19937, -3.98618, 2.94940)
C (5.35867, -4.95312, 2.37257)
H (1.48678, -3.47130, 1.41947)
H (1.01404, -3.67500, 3.14388)
H (2.35579, -4.51211, 2.53453)
H (1.83815, -1.00004, 1.83567)
H (2.94677, -1.77420, 0.77979)
H (3.68358, 0.22061, 2.85180)
H (3.99719, -0.07759, 1.14860)
H (5.10056, -1.62440, 3.39600)
H (6.44276, -1.30276, 0.88014)
H (5.15390, -2.55979, 0.89482)
H (7.59869, -2.65548, 2.71809)
H (7.30855, -3.60425, 1.32595)
H (4.53340, -4.53558, 1.79578)
H (4.85417, -5.51767, 3.15670)
H (5.92517, -5.72447, 1.85083)
C (-9.72039, -0.91099, 3.39965)
O (-8.39445, -1.23770, 3.86239)
C (-7.65464, -0.29971, 4.60240)
C (-6.12856, -0.68706, 4.68280)
N (-5.45399, -0.94367, 3.34122)
C (-5.33251, 0.29479, 2.53271)
C (-4.69038, -0.08084, 1.19692)
O (-5.44710, -1.06158, 0.50690)
C (-4.88563, -1.41685, -0.80234)
H (-10.26525, -0.19873, 4.01924)
H (-10.33500, -1.79432, 3.22620)
H (-9.66098, -0.48610, 2.39763)
H (-7.94544, -0.28158, 5.65273)
H (-7.93073, 0.68331, 4.22088)
H (-6.13486, -1.63901, 5.21369)
H (-5.55682, 0.04340, 5.25520)
H (-5.97144, -1.55311, 2.72402)
H (-4.56762, 0.88648, 3.03566)
H (-6.22134, 0.90500, 2.37233)
H (-3.70079, -0.47646, 1.42562)
H (-4.50009, 0.79479, 0.57631)
H (-3.86643, -1.80309, -0.79046)
H (-4.90790, -0.59589, -1.51902)
H (-5.48735, -2.29817, -1.02438)
C (-2.39516, 0.67088, -4.61456)
O (-1.30309, 1.60482, -4.84565)
C (-1.64089, 2.95381, -4.59316)
C (-0.29797, 3.69434, -4.40610)
N (0.60817, 3.37067, -5.54226)
C (1.94998, 3.92092, -5.31199)
C (2.94402, 3.17452, -6.26445)
O (2.62016, 1.80683, -6.43888)
C (3.39843, 1.15055, -7.39035)
H (-3.07359, 0.56690, -5.46132)
H (-2.99794, 0.83164, -3.72074)
H (-1.87708, -0.28462, -4.53258)
H (-2.26548, 3.03835, -3.70388)
H (-2.13041, 3.44650, -5.43324)
H (0.16809, 3.52713, -3.43505)
H (-0.52427, 4.75956, -4.35920)
H (0.24592, 4.08878, -6.15316)
H (2.16618, 3.70915, -4.26485)
H (2.02801, 4.99826, -5.45807)
H (3.93603, 3.19357, -5.81318)
H (3.02086, 3.74603, -7.18943)
H (2.97825, 0.14986, -7.49116)
H (4.43593, 1.07406, -7.06499)
H (3.40067, 1.64665, -8.36090)